The following is a DFT calculation (ωB97M-V with the def2-TZVPD basis set) of the ion C5H14N3 with charge +1.

Atoms and positions in Å:
N -0.58346 0.62028 3.43613
C -1.40834 0.75023 2.24054
C -0.98343 -0.21470 1.15119
C 0.54705 -0.15050 0.89538
C 0.93177 0.23258 -0.52169
N 0.51495 -0.86464 -1.42580
C 0.40828 -0.79336 -2.70963
N 0.70915 0.28494 -3.40250
H -0.65083 -0.31005 3.83705
H -0.96229 1.25380 4.13429
H -1.24121 1.76672 1.87130
H -2.47928 0.63843 2.43496
H -1.29346 -1.23057 1.37635
H -1.50332 0.06682 0.24058
H 1.04659 -1.10200 1.08427
H 0.97750 0.54424 1.61770
H 0.51083 1.15933 -0.90091
H 2.02195 0.28942 -0.55342
H 0.25900 -1.71792 -0.94820
H 0.01882 -1.68126 -3.20580
H 0.73418 0.31736 -4.41280
H 1.25816 1.00510 -2.95750

The net charge is +1. Its structure (SMILES) is NCCCCNC=[NH2+].

The natural (NBO) scheme yields these atomic charges, measured in e:
1. N -0.84
2. C -0.21
3. C -0.42
4. C -0.43
5. C -0.24
6. N -0.49
7. C 0.39
8. N -0.73
9. H 0.36
10. H 0.37
11. H 0.18
12. H 0.19
13. H 0.21
14. H 0.20
15. H 0.21
16. H 0.27
17. H 0.21
18. H 0.23
19. H 0.44
20. H 0.24
21. H 0.44
22. H 0.42



The following is a DFT calculation (ωB97M-V with the def2-TZVPD basis set) of the ion C5H14N3 with charge +1 in a non-equilibrium geometry.

Atoms and positions in Å:
C -2.30214 1.68700 0.49492
N -1.54171 0.48184 0.62393
C -0.17234 0.59441 1.03776
C 0.60289 -0.78237 1.02978
N 1.27268 -0.67203 -0.27857
C 2.70810 -0.77215 -0.51813
C 0.49405 -0.80235 -1.32501
N -0.75494 -0.75964 -1.67921
H -1.71035 2.28510 -0.07417
H -3.34100 1.46036 0.24952
H -2.39922 2.06441 1.43826
H -2.07926 -0.09322 1.26279
H -0.24727 1.07921 2.00559
H 0.31844 1.34492 0.34871
H 1.40559 -0.94812 1.69507
H -0.15679 -1.47937 1.11413
H 3.02207 -1.40098 -1.28110
H 3.12356 0.25223 -0.46317
H 3.20370 -1.41583 0.28900
H 1.05125 -1.07411 -2.46013
H -1.32545 -0.25902 -0.91001
H -1.17186 -0.79029 -2.59995

The net charge is +1. Its structure (SMILES) is CNCCN(C)C=[NH2+].

The natural (NBO) scheme yields these atomic charges, measured in e:
1. C -0.40
2. N -0.64
3. C -0.23
4. C -0.22
5. N -0.38
6. C -0.42
7. C 0.42
8. N -0.76
9. H 0.20
10. H 0.22
11. H 0.19
12. H 0.37
13. H 0.21
14. H 0.20
15. H 0.24
16. H 0.22
17. H 0.24
18. H 0.23
19. H 0.23
20. H 0.20
21. H 0.43
22. H 0.44



The following is a DFT calculation (ωB97M-V with the def2-TZVPD basis set) of a cluster of 2 separate species, C5H14N3 in total in a non-equilibrium geometry.

Atoms and positions in Å:
C -1.32894 -1.11378 2.05912
C -1.49620 -1.25512 0.73679
N -0.65897 -2.11517 -0.07916
N -2.08121 -0.26452 2.87060
H -0.56495 -1.71549 2.54680
H -2.27001 -0.71999 0.20057
H -0.18503 -0.87594 -1.12842
H 0.11633 -2.42123 0.49719
H -1.17316 -2.93813 -0.36713
H -3.05344 -0.29345 2.58184
H -2.02412 -0.55481 3.83909
N 0.29205 0.03169 -1.53076
C 1.06231 0.73477 -0.44107
C 1.95258 2.67408 -1.80985
C 2.13273 1.60260 -1.04713
H 0.94209 -0.24556 -2.26824
H -0.44101 0.60019 -1.95610
H 1.57106 -0.06541 0.09524
H 0.36160 1.22420 0.22832
H 2.73201 3.34782 -2.13470
H 0.95563 2.98125 -2.12058
H 3.15864 1.38201 -0.77240

The net charge is +1.

The natural (NBO) scheme yields these atomic charges, measured in e:
1. C 0.00
2. C -0.18
3. N -0.85
4. N -0.79
5. H 0.19
6. H 0.19
7. H 0.47
8. H 0.38
9. H 0.40
10. H 0.38
11. H 0.39
12. N -0.72
13. C -0.26
14. C -0.32
15. C -0.26
16. H 0.43
17. H 0.43
18. H 0.22
19. H 0.25
20. H 0.23
21. H 0.19
22. H 0.23



Result set for gap between HOMO and LUMO: 0.3309 0.3798 0.3274 Eh, one per record in the order listed.